Here is a structure of composition C9H17NOPV from the OMol25 dataset. Energies are from wB97M-V/def2-TZVPD.

Orbital gap (alpha / beta) ... 6.2 / 5.2 eV
LUMO (alpha / beta) ... 0.1 / 0.2 eV
Electronic energy ... -48117.110 eV

ORCA input file:
```
! wB97M-V def2-TZVPD RIJCOSX def2/J DEFGRID3
* xyz 0 3
C -0.607 0.332 -1.541
C -1.162 1.634 -1.940
C -0.234 2.694 -1.787
C 0.991 2.082 -1.340
C 0.845 0.617 -1.211
V 0.100 -0.836 0.619
P 0.029 -3.092 0.066
H -0.896 -0.650 -1.981
H -2.189 1.809 -2.215
H -0.383 3.731 -2.075
H 1.653 -0.165 -1.254
H 1.909 2.582 -1.042
H 1.179 -3.743 -0.448
H -0.935 -3.832 -0.662
H -0.086 -3.901 1.251
C 1.187 0.345 5.305
N 0.206 0.469 4.247
C -1.179 0.797 4.583
C 0.469 0.238 2.961
C 1.853 0.009 2.408
O -0.553 0.169 2.190
H 0.676 0.610 6.230
H 2.029 1.021 5.135
H 1.573 -0.682 5.374
H -1.513 1.681 4.028
H -1.862 -0.028 4.353
H -1.174 1.004 5.651
H 1.996 -1.035 2.071
H 2.090 0.695 1.575
H 2.611 0.213 3.176
*
```

***

Here is a structure of composition C17H22Cl2N3S2Tc from the OMol25 dataset. Energies are from wB97M-V/def2-TZVPD.

Energy above the lowest of the compared OMol25 structures with the same formula, charge and spin ... 0.0000 eV
Orbital gap (alpha / beta) ... 8.6 / 6.0 eV
LUMO (alpha / beta) ... -9.4 / -12.5 eV
Electronic energy ... -71344.487 eV

ORCA input file:
```
! wB97M-V def2-TZVPD RIJCOSX def2/J DEFGRID3
* xyz 3 4
Tc 0.321 0.092 -0.528
C 1.804 2.208 1.140
C 2.849 1.368 0.434
N 2.348 -0.023 0.192
C 2.485 -0.969 1.347
C 1.472 -0.757 2.461
S -0.229 -0.547 1.800
C -0.760 1.078 2.461
C -0.648 2.233 1.461
N 0.465 2.033 0.492
H 2.100 3.257 1.120
H 1.715 1.929 2.186
H 3.774 1.350 1.013
H 3.074 1.799 -0.542
H 2.975 -0.403 -0.516
H 3.491 -0.898 1.767
H 2.373 -1.975 0.940
H 1.707 0.092 3.097
H 1.447 -1.640 3.097
H -0.190 1.242 3.374
H -1.800 0.949 2.758
H -0.504 3.166 2.012
H -1.573 2.333 0.897
H 0.379 2.758 -0.220
Cl -1.964 0.266 -1.076
C -2.173 1.179 -2.553
C -3.433 1.440 -2.992
C -3.593 2.150 -4.209
C -2.503 2.551 -4.948
C -1.214 2.281 -4.495
Cl 0.113 2.791 -5.400
C -1.012 1.577 -3.255
S 0.566 1.253 -2.707
H -4.299 1.100 -2.438
H -4.592 2.373 -4.560
H -2.633 3.077 -5.884
C 0.840 -4.439 -2.241
C 1.672 -3.413 -2.675
C 1.468 -2.141 -2.192
N 0.489 -1.849 -1.305
C -0.324 -2.849 -0.896
C -0.177 -4.144 -1.341
H 0.976 -5.451 -2.603
H 2.466 -3.596 -3.386
H 2.081 -1.317 -2.537
H -1.110 -2.592 -0.198
H -0.853 -4.910 -0.986
*
```

***

Here is a structure of composition F4Li4 from the OMol25 dataset. Energies are from wB97M-V/def2-TZVPD.

Energy above the lowest of the compared OMol25 structures with the same formula, charge and spin ... 5.6819 eV
Orbital gap ... 5.9 eV
LUMO ... -2.4 eV
Electronic energy ... -11688.198 eV

ORCA input file:
```
! wB97M-V def2-TZVPD RIJCOSX def2/J DEFGRID3
* xyz 0 1
Li 1.124 2.051 2.317
Li 0.833 -0.151 -0.828
Li -2.930 0.102 -0.839
Li -0.965 -2.868 1.123
F 1.780 -2.760 -0.136
F -1.175 0.036 1.357
F -1.102 1.578 -2.697
F 2.435 2.013 -0.297
*
```

***

Here is a structure of composition C52H49BaN14O7S from the OMol25 dataset. Energies are from wB97M-V/def2-TZVPD.

Energy above the lowest of the compared OMol25 structures with the same formula, charge and spin ... 0.4006 eV
Orbital gap ... 5.3 eV
LUMO ... 1.2 eV
Electronic energy ... -101446.612 eV

ORCA input file:
```
! wB97M-V def2-TZVPD RIJCOSX def2/J DEFGRID3
* xyz -1 1
Ba -1.943 0.185 0.095
C 4.129 2.408 -1.692
N 2.729 2.108 -1.452
C 2.081 1.312 -0.563
N 0.780 1.428 -0.748
C 0.678 2.341 -1.739
N 1.825 2.774 -2.196
C 4.669 3.577 -0.892
C 4.973 4.771 -1.532
C 5.471 5.853 -0.820
C 5.687 5.754 0.538
C 5.392 4.558 1.191
C 4.872 3.477 0.478
C 5.654 4.437 2.614
N 6.211 5.294 3.410
N 6.269 4.712 4.647
C 5.764 3.526 4.527
O 5.345 3.293 3.261
C 5.592 2.491 5.527
C 5.900 2.720 6.863
C 5.675 1.711 7.784
C 5.160 0.489 7.378
C 4.874 0.248 6.036
C 4.329 -1.104 5.640
N 4.024 -1.253 4.236
C 3.169 -0.567 3.455
N 3.203 -1.040 2.227
C 4.099 -2.056 2.313
N 4.627 -2.213 3.504
C 5.092 1.258 5.120
H 4.185 2.654 -2.751
H 4.728 1.516 -1.503
H 2.551 0.644 0.141
H -0.272 2.663 -2.130
H 4.799 4.864 -2.597
H 5.695 6.778 -1.335
H 6.090 6.576 1.113
H 4.641 2.557 1.001
H 6.299 3.682 7.155
H 5.901 1.876 8.830
H 4.975 -0.291 8.108
H 3.426 -1.304 6.214
H 5.057 -1.880 5.874
H 2.547 0.247 3.799
H 4.358 -2.690 1.482
H 4.880 1.107 4.072
S -2.027 2.020 2.609
C -1.942 0.615 3.570
C -1.998 0.682 4.986
C -1.890 -0.468 5.730
C -1.730 -1.694 5.074
C -1.678 -1.680 3.693
N -1.777 -0.575 2.956
H -2.129 1.653 5.444
H -1.908 -0.421 6.814
H -1.667 -2.626 5.621
H -1.539 -2.601 3.132
O -3.565 0.524 -1.939
C -3.313 1.720 -1.699
O -2.255 2.152 -1.183
C -4.346 2.772 -2.087
C -3.971 4.112 -2.068
C -4.862 5.103 -2.453
C -6.145 4.761 -2.838
C -6.521 3.423 -2.826
C -5.633 2.423 -2.458
N -7.878 3.073 -3.220
O -8.190 1.897 -3.228
O -8.640 3.976 -3.527
H -2.967 4.341 -1.739
H -4.558 6.141 -2.449
H -6.864 5.505 -3.148
H -5.938 1.386 -2.456
C 1.318 1.200 -5.365
C 0.465 -0.037 -5.645
N 0.846 -1.192 -4.850
C 1.566 -2.253 -5.530
C 3.047 -1.948 -5.759
C 0.487 -1.261 -3.523
C 1.067 -2.393 -2.710
N -0.290 -0.453 -2.909
H 0.992 2.034 -5.988
H 2.369 1.003 -5.583
H 1.235 1.499 -4.322
H 0.551 -0.314 -6.697
H -0.588 0.200 -5.463
H 1.085 -2.428 -6.496
H 1.470 -3.173 -4.958
H 3.165 -1.054 -6.372
H 3.527 -2.779 -6.278
H 3.562 -1.788 -4.811
H 0.593 -3.339 -2.977
H 0.855 -2.200 -1.662
H 2.143 -2.481 -2.863
H -0.691 0.298 -3.463
O -4.154 -0.507 0.829
C -3.777 -1.682 0.833
N -2.554 -2.106 0.461
C -2.431 -3.450 0.684
O -1.417 -4.112 0.554
C -3.759 -3.967 1.187
C -4.200 -5.232 1.503
C -5.525 -5.373 1.912
C -6.363 -4.269 2.007
C -5.903 -2.988 1.701
C -4.597 -2.864 1.283
H -3.534 -6.081 1.430
H -5.909 -6.357 2.153
H -7.392 -4.404 2.316
H -6.550 -2.125 1.788
N -3.035 -2.265 -3.074
C -3.388 -3.529 -2.636
C -2.450 -4.562 -2.568
C -2.829 -5.849 -2.231
C -4.158 -6.150 -1.966
C -5.099 -5.131 -2.025
C -4.723 -3.840 -2.350
H -3.668 -1.516 -2.830
H -2.078 -1.975 -2.924
H -1.406 -4.340 -2.749
H -2.074 -6.622 -2.165
H -4.453 -7.159 -1.708
H -6.140 -5.340 -1.809
H -5.470 -3.055 -2.380
*
```

***

- Look up the electronic energy of the third one.
  -11688.198 eV